25
Properties=species:S:1:pos:R:3:forces:R:3 method="wB97M-V/def2-TZVPD" relative_energy_kcal_mol=144.4 lumo_ev="-3.1802 / -5.4505" total_charge=+1 gap_ev="10.3 / 5.3" homo_ev="-13.49 / -10.80" spin_multiplicity=1
C -0.399134 -1.519282 0.968072 -0.1071 -0.8950 0.0533
C 0.976495 1.314537 -0.573898 0.8165 -0.2706 -0.8510
C 0.941442 -0.799775 0.971495 -2.0708 4.6959 0.7195
C 0.525902 -0.069091 -0.516167 1.0459 -1.9761 0.7042
C -0.888595 -0.482824 -0.024993 1.5493 0.5978 -0.5395
C -1.797070 0.576067 0.266352 -1.5090 -0.9223 0.5496
C 0.405768 2.434052 0.183742 1.7715 0.0371 1.8039
C 1.234375 -0.979326 -1.586041 -1.0275 1.4599 0.1204
N -2.104999 -0.404727 -0.936814 -0.3381 0.3869 1.2329
O 1.981667 -1.605892 0.947955 2.1331 -1.2575 0.6012
O -2.562258 0.579723 1.361928 4.8205 -3.1392 -0.4686
H -0.103574 -2.508345 0.554796 -0.8293 0.5234 -0.1412
H -0.976391 -1.663086 1.893104 0.2642 0.1818 -0.3197
H 2.002085 1.436198 -0.979883 -0.8525 -0.0623 0.1082
H 0.975151 0.164320 1.701900 0.1436 -2.5170 -1.1930
H 1.302041 2.984592 0.739701 -2.1930 -0.9176 -0.8556
H -0.372160 2.041454 0.875363 0.6864 0.7485 0.0401
H -0.068136 3.118759 -0.476451 -0.4270 0.9943 -0.4634
H 1.197805 -0.435373 -2.585033 -0.0920 -1.2371 1.0672
H 0.855449 -2.018302 -1.534905 0.2167 0.6266 -0.5492
H 2.253917 -0.974117 -1.215893 0.2667 -0.2498 -0.4462
H -1.965817 -0.018917 -1.843975 0.2283 0.2230 -0.8247
H -2.890492 -1.040357 -0.857496 0.0626 -0.1772 0.1724
H 2.763086 -1.216590 1.360726 -0.0965 -0.0817 -0.0895
H -3.286550 1.086305 1.306418 -4.4627 3.2278 -0.4313